Computed, not measured: a molecular structure, C2H4CsO4S, with wB97M-V/def2-TZVPD.

Results
Total charge = +1
Orbital gap = 0.3884 hartree
ΔE to the lowest compared entry with this formula, charge and spin = 0.0 kcal/mol
E_HOMO = -14.20 eV

CARTESIAN COORDINATES (ANGSTROEM)
Cs (5.59, -3.87, 23.42)
S (8.30, -1.21, 25.09)
O (9.53, -0.65, 24.58)
O (7.90, -0.22, 26.29)
O (8.51, -2.44, 26.15)
O (7.21, -1.50, 24.18)
C (8.90, -1.98, 27.40)
C (8.55, -0.48, 27.49)
H (8.67, -2.56, 28.30)
H (9.47, 0.10, 27.55)
H (9.99, -1.97, 27.36)
H (7.89, -0.11, 28.28)

=====

Computed, not measured: a molecular structure, C11H30F6MnN9O10PS2, with wB97M-V/def2-TZVPD.

Results
Multiplicity = 6
Orbital gap (alpha / beta) = 0.3415 / 0.3436 hartree
E_HOMO (alpha / beta) = -8.88 / -8.94 eV

CARTESIAN COORDINATES (ANGSTROEM)
Mn (0.20, -0.40, 1.00)
S (-0.94, -3.48, -0.02)
S (2.31, 1.81, 2.58)
P (-1.25, 1.16, -1.78)
F (-0.32, -5.39, -1.74)
F (-1.04, -3.59, -2.73)
F (2.13, 4.32, 1.52)
F (0.71, 3.91, 3.06)
F (0.92, -3.67, -1.85)
F (2.86, 4.20, 3.47)
O (-0.35, 0.66, -0.73)
O (1.39, 1.33, 1.56)
O (3.69, 1.69, 2.13)
O (-0.97, -2.00, -0.16)
O (0.13, -3.95, 0.85)
O (-2.27, -4.09, 0.22)
O (-1.31, 0.19, 2.55)
O (2.13, 1.27, 3.99)
O (1.95, -1.11, 0.06)
O (0.99, -1.47, 2.67)
N (2.22, -3.33, 2.59)
N (-1.73, 2.74, -1.54)
N (-0.65, 0.00, 4.80)
N (-0.53, 1.09, -3.32)
N (2.96, -1.43, 3.94)
N (-2.01, -1.71, 3.71)
N (3.98, 0.03, -0.32)
N (-2.69, 0.32, -1.89)
N (3.72, -2.16, -0.83)
C (-0.91, 3.57, -0.64)
C (-0.41, 2.19, -4.31)
C (1.98, 3.67, 2.65)
C (-3.17, -0.40, -3.09)
C (0.04, -0.17, -3.76)
C (-0.32, -4.03, -1.73)
C (-3.57, 0.23, -0.66)
C (3.14, -1.02, -0.31)
C (-2.96, 3.34, -2.04)
C (2.05, -2.03, 3.08)
C (-1.29, -0.52, 3.64)
H (-4.42, 0.94, -0.69)
H (-0.02, 4.00, -1.20)
H (0.15, 0.57, 4.55)
H (-1.74, -2.39, 4.39)
H (-3.28, -1.53, -2.88)
H (-0.58, -0.62, 5.62)
H (-2.40, -2.17, 2.90)
H (-4.15, -0.06, -3.47)
H (-0.85, 1.89, -5.28)
H (3.16, -3.71, 2.60)
H (1.11, -0.04, -3.92)
H (2.71, -0.48, 4.18)
H (-3.85, -0.82, -0.48)
H (4.97, 0.02, -0.54)
H (-0.93, 3.09, -3.93)
H (3.76, 0.85, 0.20)
H (-0.55, 2.94, 0.17)
H (1.55, -3.51, 1.84)
H (-3.50, 2.50, -2.47)
H (-0.49, -0.34, -4.73)
H (-3.52, 3.77, -1.18)
H (-1.56, 4.37, -0.22)
H (3.75, -1.90, 4.34)
H (4.54, -2.06, -1.40)
H (-2.91, 0.56, 0.15)
H (-2.40, -0.26, -3.85)
H (3.18, -2.98, -0.93)
H (-0.41, -0.95, -3.11)
H (-2.76, 4.22, -2.69)
H (0.64, 2.31, -4.55)

=====

Computed, not measured: C23H34N2O7 in the gas phase, with wB97M-V/def2-TZVPD.

Results
Orbital gap = 0.3251 hartree
ΔE to the lowest compared entry with this formula, charge and spin = 0.0 kcal/mol
SMILES string = CCOC(=O)C1=C(C)NC(C)=C(C(=O)OCC)C1C(=O)OCC(=O)N1CCCC[C@H]1CC
E_HOMO = -8.36 eV

CARTESIAN COORDINATES (ANGSTROEM)
O (0.95, -2.11, 0.84)
O (0.92, 0.79, 0.80)
O (1.04, 1.93, -1.13)
O (4.72, 0.62, -3.07)
O (4.26, 0.51, -0.88)
O (-0.95, 1.41, 3.45)
O (-1.12, -2.33, -0.01)
N (0.61, -0.60, -3.54)
N (-2.02, 0.95, 1.52)
C (-3.35, 1.69, -0.40)
C (-3.02, -1.72, 3.51)
C (2.46, 0.21, -4.84)
C (-3.34, -1.06, 2.17)
C (5.60, 2.54, -0.67)
C (0.27, 1.87, 1.47)
C (1.91, -0.15, -3.50)
C (-4.60, 1.13, 0.26)
C (-0.01, -1.25, -2.50)
C (0.55, -2.71, 2.08)
C (0.03, -1.94, -0.11)
C (5.56, 1.02, -0.59)
C (-4.44, 1.23, 1.77)
C (-1.27, -1.95, -2.87)
C (1.24, 0.93, -0.48)
C (-0.97, 1.38, 2.23)
C (0.98, -1.82, 3.23)
C (2.55, -0.09, -2.32)
C (-3.20, 0.47, 2.25)
C (1.80, -0.37, -1.04)
C (0.58, -1.24, -1.28)
C (3.94, 0.38, -2.17)
C (-2.12, 0.90, 0.08)
H (-3.74, -1.41, 4.27)
H (4.84, 2.96, -0.01)
H (-4.34, 2.28, 2.05)
H (0.97, 2.26, 2.22)
H (-3.06, -2.80, 3.42)
H (6.28, 0.59, -1.30)
H (1.83, 0.96, -5.31)
H (0.47, -0.86, 3.18)
H (1.05, -3.68, 2.14)
H (-4.36, -1.32, 1.88)
H (3.47, 0.60, -4.74)
H (0.03, 2.66, 0.75)
H (-1.65, -2.52, -2.03)
H (-5.31, 0.82, 2.28)
H (-4.74, 0.09, -0.04)
H (-0.53, -2.86, 2.07)
H (-2.03, -1.44, 3.84)
H (5.79, 0.67, 0.42)
H (-2.02, -1.22, -3.17)
H (-3.23, 2.74, -0.14)
H (-3.01, 0.75, 3.30)
H (-3.41, 1.61, -1.49)
H (6.58, 2.90, -0.38)
H (-2.22, -0.14, -0.24)
H (-5.48, 1.70, -0.06)
H (-1.23, 1.31, -0.39)
H (2.44, -0.83, -0.29)
H (5.39, 2.86, -1.69)
H (-1.09, -2.62, -3.71)
H (2.05, -1.65, 3.20)
H (2.49, -0.67, -5.48)
H (-2.67, -1.46, 1.41)
H (0.73, -2.30, 4.17)
H (0.16, -0.64, -4.44)

=====

Computed, not measured: C4H12N2S in the gas phase, with wB97M-V/def2-TZVPD.

Results
Orbital gap = 0.3439 hartree
ΔE to the lowest compared entry with this formula, charge and spin = 18.0 kcal/mol
SMILES string = CN[C@H](CN)CS
E_HOMO = -8.40 eV

CARTESIAN COORDINATES (ANGSTROEM)
S (-0.21, -0.42, 2.80)
N (-2.11, 1.08, 0.60)
N (1.01, -0.17, -1.13)
C (0.10, -0.17, 0.05)
C (-0.92, 0.95, -0.26)
C (0.87, -1.36, -1.96)
C (0.84, -0.03, 1.37)
H (-2.21, 2.05, 0.85)
H (1.80, -1.48, -2.51)
H (0.00, -1.27, -2.60)
H (0.16, 0.62, 3.54)
H (1.95, -0.16, -0.73)
H (0.76, -2.30, -1.40)
H (-1.24, 0.75, -1.29)
H (-2.92, 0.85, 0.05)
H (1.13, 1.02, 1.48)
H (-0.43, -1.14, 0.06)
H (1.74, -0.65, 1.35)
H (-0.31, 1.85, -0.25)

=====

Computed, not measured: 3 unconnected molecules or ions with the total composition C19H39ClF7NO11P2SSi, with wB97M-V/def2-TZVPD.

Results
Orbital gap = 0.3261 hartree
SMILES string = CCN[Si@H](CC(=O)Cl)S(=O)(=O)C(F)(F)C(F)(F)C(F)(F)F.CCOP(=O)(OCC)OCC.CCOP(=O)(OCC)OCC
E_HOMO = -10.09 eV

CARTESIAN COORDINATES (ANGSTROEM)
Cl (1.40, -3.66, -4.64)
S (-1.66, -3.31, 0.24)
P (7.73, -0.74, 3.13)
P (-6.73, 2.34, -1.99)
Si (-0.84, -1.96, -1.34)
F (0.11, -2.07, 2.42)
F (1.69, -5.14, 2.91)
F (-0.95, -4.85, 2.18)
F (2.52, -3.20, 3.40)
F (1.66, -2.84, 1.08)
F (0.64, -3.75, 4.24)
F (0.37, -4.92, 0.41)
O (0.74, -1.24, -3.95)
O (8.56, 0.19, 2.08)
O (-8.18, 2.65, -2.71)
O (-2.40, -2.48, 1.16)
O (-5.48, 2.12, -1.18)
O (8.64, -0.94, 4.29)
O (-6.37, 1.34, -3.25)
O (-2.53, -4.32, -0.32)
O (6.62, -1.21, 2.02)
O (6.69, 0.37, 3.74)
O (-6.21, 3.77, -2.67)
N (-1.81, -0.55, -1.31)
C (0.44, -2.39, -3.82)
C (-0.74, -2.86, -3.00)
C (9.71, -0.36, 1.43)
C (-0.96, 0.69, -1.34)
C (-6.48, -0.07, -3.07)
C (6.45, 0.46, 5.15)
C (7.16, 1.66, 5.73)
C (-3.97, 4.60, -2.36)
C (1.39, -3.88, 3.16)
C (5.41, -1.84, 2.49)
C (-8.98, 4.83, -3.38)
C (9.33, -1.22, 0.24)
C (-7.92, -0.54, -3.20)
C (-5.42, 4.68, -1.91)
C (0.68, -3.17, 1.94)
C (-8.95, 3.80, -2.27)
C (4.24, -0.92, 2.24)
C (-0.09, 0.85, -0.08)
C (-0.32, -4.14, 1.25)
H (-3.35, 5.28, -1.78)
H (6.74, -0.46, 5.66)
H (8.23, 1.61, 5.54)
H (8.80, -2.12, 0.57)
H (6.99, 1.74, 6.80)
H (10.21, -1.52, -0.31)
H (-8.54, 4.22, -1.35)
H (-9.96, 3.45, -2.06)
H (4.26, -0.06, 2.91)
H (-5.81, 5.68, -2.11)
H (5.37, 0.57, 5.28)
H (-0.29, 0.60, -2.20)
H (5.29, -2.76, 1.92)
H (-8.36, -0.17, -4.13)
H (0.54, -1.69, -0.91)
H (10.32, -0.92, 2.15)
H (0.92, 0.51, -0.30)
H (-9.25, 4.37, -4.33)
H (-0.48, 0.26, 0.76)
H (-1.64, 1.53, -1.47)
H (5.49, -2.11, 3.54)
H (-3.59, 3.59, -2.24)
H (-8.01, 5.30, -3.51)
H (-8.53, -0.15, -2.38)
H (-0.07, 1.89, 0.25)
H (-2.52, -0.56, -2.04)
H (-5.51, 4.50, -0.84)
H (-0.61, -3.93, -2.83)
H (-5.87, -0.53, -3.84)
H (8.66, -0.68, -0.42)
H (6.80, 2.58, 5.25)
H (10.31, 0.49, 1.09)
H (-9.71, 5.61, -3.14)
H (3.30, -1.45, 2.40)
H (-1.65, -2.76, -3.59)
H (-7.97, -1.63, -3.18)
H (4.26, -0.54, 1.22)
H (-3.88, 4.86, -3.41)
H (-6.06, -0.36, -2.10)

=====

Computed, not measured: 5 unconnected molecules or ions with the total composition C22H58N4O7, with wB97M-V/def2-TZVPD.

Results
Orbital gap = 0.3477 hartree
ΔE to the lowest compared entry with this formula, charge and spin = 28.7 kcal/mol
SMILES string = COC[C@H](C)N.COC[C@H](C)N.COCCNCCOC.COCCNCCOC.CCO
E_HOMO = -8.79 eV

CARTESIAN COORDINATES (ANGSTROEM)
O (-6.30, 11.35, 11.34)
O (-9.19, 19.69, 16.58)
O (-11.05, 8.79, 13.31)
O (-8.58, 14.77, 14.35)
O (-9.79, 7.81, 18.73)
O (-10.93, 10.51, 24.68)
O (-5.89, 5.85, 14.92)
N (-11.10, 9.44, 21.81)
N (-7.77, 8.00, 15.21)
N (-10.66, 13.60, 15.94)
N (-8.35, 8.43, 12.29)
C (-6.40, 8.10, 15.76)
C (-10.86, 8.39, 20.83)
C (-9.34, 11.52, 16.13)
C (-4.85, 6.22, 14.03)
C (-5.93, 6.66, 16.08)
C (-9.28, 13.04, 15.91)
C (-12.26, 9.47, 13.49)
C (-8.87, 18.31, 16.63)
C (-10.92, 7.48, 17.95)
C (-11.25, 11.69, 25.40)
C (-7.94, 9.51, 11.37)
C (-7.14, 10.54, 12.14)
C (-7.57, 15.46, 15.03)
C (-8.60, 17.71, 17.99)
C (-12.05, 9.96, 24.05)
C (-7.02, 12.33, 10.63)
C (-6.42, 8.97, 17.01)
C (-10.06, 8.88, 19.63)
C (-9.52, 7.70, 11.85)
C (-8.61, 13.38, 14.56)
C (-10.85, 8.43, 11.94)
C (-11.79, 8.90, 22.97)
H (-7.57, 11.85, 9.82)
H (-8.74, 13.50, 16.74)
H (-12.50, 9.49, 14.55)
H (-8.34, 11.12, 16.31)
H (-6.45, 10.02, 12.81)
H (-8.51, 8.92, 13.17)
H (-11.77, 7.89, 20.47)
H (-4.97, 6.64, 16.60)
H (-6.48, 10.01, 16.67)
H (-12.18, 10.51, 13.15)
H (-11.73, 12.45, 24.77)
H (-9.08, 9.18, 20.00)
H (-7.93, 18.27, 16.03)
H (-12.72, 9.45, 24.76)
H (-12.60, 10.77, 23.56)
H (-10.71, 6.81, 17.11)
H (-10.42, 9.73, 19.05)
H (-5.43, 8.95, 17.46)
H (-11.56, 10.26, 21.45)
H (-10.26, 12.12, 25.57)
H (-7.79, 11.10, 12.83)
H (-8.70, 20.13, 17.29)
H (-9.27, 12.97, 13.80)
H (-8.05, 18.44, 18.59)
H (-10.01, 11.25, 16.95)
H (-10.80, 9.38, 11.40)
H (-12.75, 8.50, 22.61)
H (-9.58, 17.62, 18.47)
H (-11.17, 8.39, 17.38)
H (-11.29, 8.07, 23.47)
H (-9.33, 7.36, 10.83)
H (-7.63, 16.53, 14.82)
H (-7.58, 15.32, 16.11)
H (-8.08, 16.76, 18.03)
H (-11.79, 11.46, 26.32)
H (-7.69, 12.97, 11.21)
H (-10.86, 13.97, 15.01)
H (-4.17, 5.40, 13.81)
H (-13.13, 9.09, 12.94)
H (-9.40, 17.63, 15.97)
H (-9.75, 11.04, 15.23)
H (-7.19, 8.87, 17.78)
H (-11.72, 7.92, 11.52)
H (-8.84, 9.89, 10.87)
H (-7.35, 9.09, 10.55)
H (-5.24, 6.72, 13.15)
H (-10.62, 14.41, 16.54)
H (-6.65, 6.21, 16.76)
H (-5.87, 8.55, 14.91)
H (-4.17, 6.93, 14.51)
H (-7.61, 7.44, 14.37)
H (-11.82, 7.16, 18.47)
H (-7.61, 12.94, 14.49)
H (-10.20, 7.64, 21.26)
H (-9.57, 6.73, 12.34)
H (-6.60, 15.07, 14.67)
H (-6.32, 13.00, 10.12)
H (-8.43, 7.51, 15.80)

=====

Computed, not measured: a gas-phase ion, C3H8N2O (charge +1), with wB97M-V/def2-TZVPD.

Results
Multiplicity = 2
Total charge = +1
Orbital gap (alpha / beta) = 0.4148 / 0.2156 hartree
ΔE to the lowest compared entry with this formula, charge and spin = 41.8 kcal/mol
E_HOMO (alpha / beta) = -14.95 / -14.86 eV

CARTESIAN COORDINATES (ANGSTROEM)
O (1.96, 1.32, 2.60)
N (-1.69, -1.13, -1.48)
N (-0.15, -0.22, 0.12)
C (1.11, 0.90, 1.91)
C (-0.52, -0.34, -1.26)
C (1.17, 0.27, 0.48)
H (-2.56, -0.70, -1.18)
H (-0.76, 0.36, 0.72)
H (-1.66, -2.02, -1.00)
H (1.90, -0.54, 0.50)
H (0.35, -0.75, -1.80)
H (-0.61, 0.66, -1.73)
H (0.03, 1.02, 2.21)
H (1.42, 1.17, -0.08)

=====

Computed, not measured: a molecular structure, C26H44N10O5Tm, with wB97M-V/def2-TZVPD.

Results
Multiplicity = 3
Total charge = +1
Orbital gap = 0.3316 hartree
ΔE to the lowest compared entry with this formula, charge and spin = 0.0 kcal/mol
E_HOMO = -11.07 eV

CARTESIAN COORDINATES (ANGSTROEM)
Tm (0.78, -0.31, -0.31)
O (5.07, -0.69, -0.12)
O (3.01, -2.35, -3.13)
O (1.84, 1.62, -1.79)
O (1.32, -1.27, -2.13)
O (2.88, -0.38, 0.11)
N (-1.52, 3.74, -0.42)
N (-3.02, 2.12, -1.34)
N (-2.18, -4.00, -0.31)
N (0.71, -0.80, 2.08)
N (-0.96, 1.37, -0.30)
N (1.45, 1.11, 3.28)
N (-0.52, -2.25, -0.18)
N (0.02, -0.22, 4.34)
N (-1.79, -2.85, -2.14)
N (-2.75, 2.31, 1.08)
C (-2.64, -3.96, -2.60)
C (2.58, 2.35, -3.88)
C (0.46, 0.74, 5.37)
C (-1.40, -3.01, -0.83)
C (4.02, -0.21, -0.55)
C (0.33, -2.21, 2.08)
C (3.97, 0.63, -1.89)
C (2.42, 1.52, 2.29)
C (-2.48, 3.46, -1.51)
C (-0.44, 2.74, -0.46)
C (3.29, 1.98, -1.60)
C (-1.38, -1.85, -3.08)
C (-2.19, 3.63, 0.84)
C (-1.96, 1.13, -1.35)
C (-0.78, -1.35, 4.78)
C (3.10, 0.05, -3.04)
C (0.78, -0.09, 3.18)
C (-2.85, -4.81, -1.37)
C (-3.67, 2.02, -0.04)
C (1.99, 1.12, -3.19)
C (3.41, 2.97, -2.75)
C (-1.67, 1.34, 1.02)
C (-2.15, -4.46, 1.08)
C (2.47, -1.32, -2.79)
C (0.45, -2.83, 0.71)
C (1.29, 1.77, 4.57)
H (-2.94, -5.21, 1.16)
H (3.16, 0.70, 2.08)
H (-2.30, -1.40, -3.50)
H (3.70, -0.03, -3.94)
H (-3.91, -4.97, -1.12)
H (3.48, 2.41, -0.61)
H (-2.11, 0.35, 1.18)
H (-4.10, 1.00, 0.09)
H (-0.81, -1.06, -2.61)
H (-1.00, 1.56, 1.85)
H (0.28, 2.99, 0.35)
H (-0.19, -2.26, 4.96)
H (1.50, -2.65, 0.32)
H (-3.03, 4.35, 0.90)
H (-1.32, -1.06, 5.74)
H (-3.32, 4.15, -1.43)
H (1.06, 0.21, 6.11)
H (0.35, -3.94, 0.70)
H (-1.48, 1.14, -2.32)
H (1.01, -2.77, 2.74)
H (2.97, 3.92, -2.38)
H (1.08, 0.74, -3.57)
H (-1.23, -4.98, 1.30)
H (0.84, 2.76, 4.46)
H (-2.47, 0.19, -1.16)
H (-0.72, -2.24, -3.90)
H (-1.50, 3.88, 1.66)
H (-2.40, -3.65, 1.78)
H (-1.52, -1.63, 4.02)
H (-0.03, 2.79, -1.45)
H (4.45, 3.14, -3.00)
H (-0.66, -2.37, 2.47)
H (5.03, 0.73, -2.14)
H (-4.50, 2.76, 0.03)
H (3.12, 2.10, -4.82)
H (-2.05, 3.59, -2.51)
H (2.26, 1.91, 5.09)
H (1.90, 1.78, 1.33)
H (-3.58, -3.58, -3.05)
H (-0.43, 1.13, 5.86)
H (2.94, 2.39, 2.68)
H (-2.15, -4.50, -3.41)
H (-2.41, -5.82, -1.45)
H (1.73, 2.99, -4.21)

=====

Computed, not measured: C21H19F2NO4 in the gas phase, with wB97M-V/def2-TZVPD.

Results
Orbital gap = 0.3377 hartree
ΔE to the lowest compared entry with this formula, charge and spin = 0.0 kcal/mol
SMILES string = COC(=O)c1cccc(C(=O)N2CCC[C@@H](C(=O)c3cc(F)ccc3F)C2)c1
E_HOMO = -9.30 eV

CARTESIAN COORDINATES (ANGSTROEM)
F (-1.83, -5.17, -5.53)
F (-0.81, -0.38, -3.20)
O (-2.48, -3.44, -0.96)
O (2.57, 5.04, 2.56)
O (1.92, 3.93, 0.73)
O (-2.52, 0.48, 2.15)
N (-0.69, -0.72, 1.61)
C (-1.15, -2.93, -5.72)
C (-0.48, 1.44, 4.26)
C (2.70, 4.82, -0.05)
C (-0.90, -1.72, -5.10)
C (0.33, 2.22, 2.14)
C (1.08, 3.20, 2.80)
C (-1.77, -3.87, -3.58)
C (-1.07, -1.60, -3.73)
C (-1.50, -2.66, -2.94)
C (-0.99, -1.61, -0.64)
C (1.05, 3.28, 4.19)
C (-1.74, -2.63, -1.46)
C (0.26, 2.41, 4.92)
C (0.74, -0.95, 1.60)
C (-0.44, 1.34, 2.88)
C (-1.58, -3.99, -4.94)
C (0.52, -1.87, -0.72)
C (1.27, -0.88, 0.17)
C (-1.44, -1.67, 0.83)
C (1.93, 4.16, 2.05)
C (-1.32, 0.34, 2.18)
H (-2.12, -4.70, -2.99)
H (0.92, -1.96, 2.01)
H (-0.57, -0.86, -5.67)
H (2.34, -1.10, 0.16)
H (2.57, 4.52, -1.09)
H (0.72, -2.89, -0.38)
H (-1.28, -2.68, 1.22)
H (0.35, 2.17, 1.07)
H (0.23, 2.48, 5.99)
H (0.87, -1.79, -1.75)
H (-1.02, -3.06, -6.78)
H (-1.20, -0.60, -1.02)
H (1.24, -0.22, 2.24)
H (1.64, 4.05, 4.67)
H (-2.50, -1.42, 0.92)
H (-1.11, 0.76, 4.83)
H (3.75, 4.76, 0.24)
H (2.36, 5.85, 0.09)
H (1.13, 0.13, -0.22)

=====

Number 1: calculated total energy -21705.3920 eV. Number 2: calculated total energy -124372.4599 eV. Number 3: calculated total energy -41717.4414 eV. Number 4: calculated total energy -18157.2365 eV. Number 5: calculated total energy -113183.8778 eV. Number 6: calculated total energy -44041.7459 eV. Number 7: calculated total energy -8258.1088 eV. Number 8: calculated total energy -82342.5271 eV. Number 9: calculated total energy -37201.3895 eV.